{"formula": "C22H33N3O2", "method": "ωB97M-V/def2-TZVPD", "symbols": ["C", "C", "C", "C", "C", "C", "N", "C", "O", "C", "C", "C", "C", "O", "N", "C", "C", "C", "N", "C", "C", "C", "C", "C", "C", "C", "C", "H", "H", "H", "H", "H", "H", "H", "H", "H", "H", "H", "H", "H", "H", "H", "H", "H", "H", "H", "H", "H", "H", "H", "H", "H", "H", "H", "H", "H", "H", "H", "H", "H"], "xyz": [[-2.40, -4.21, -0.02], [-2.45, -2.78, -0.47], [-1.57, -2.30, -1.43], [-1.63, -0.99, -1.85], [-2.57, -0.12, -1.32], [-2.60, 1.32, -1.77], [-1.58, 2.13, -1.15], [-0.44, 2.48, -1.77], [-0.05, 2.02, -2.83], [0.23, 3.57, -0.95], [-0.52, 3.59, 0.38], [-1.82, 2.80, 0.11], [-2.12, 1.81, 1.25], [-3.09, 1.93, 1.97], [-1.21, 0.83, 1.35], [-1.25, -0.20, 2.35], [0.15, -0.47, 2.89], [1.09, -0.99, 1.79], [1.38, 0.03, 0.79], [2.44, 0.95, 1.17], [3.85, 0.36, 1.04], [4.07, -0.15, -0.38], [2.97, -1.15, -0.75], [3.12, -1.64, -2.19], [1.61, -0.48, -0.55], [-3.46, -0.60, -0.36], [-3.40, -1.91, 0.06], [-2.67, -4.30, 1.03], [-1.41, -4.63, -0.17], [-3.11, -4.81, -0.60], [-0.83, -2.97, -1.85], [-0.94, -0.62, -2.59], [-2.41, 1.36, -2.85], [-3.58, 1.76, -1.55], [0.12, 4.51, -1.50], [1.30, 3.37, -0.85], [0.07, 3.08, 1.15], [-0.73, 4.60, 0.72], [-2.69, 3.47, 0.03], [-0.40, 0.78, 0.74], [-1.92, 0.14, 3.15], [-1.67, -1.12, 1.92], [0.09, -1.22, 3.68], [0.56, 0.44, 3.32], [0.60, -1.83, 1.29], [2.01, -1.38, 2.26], [2.37, 1.82, 0.51], [2.27, 1.29, 2.20], [4.59, 1.13, 1.29], [3.98, -0.46, 1.75], [4.04, 0.68, -1.08], [5.05, -0.63, -0.46], [3.04, -2.02, -0.07], [2.35, -2.37, -2.42], [4.09, -2.09, -2.34], [3.01, -0.80, -2.88], [1.53, 0.37, -1.24], [0.80, -1.17, -0.79], [-4.20, 0.07, 0.06], [-4.09, -2.27, 0.80]], "molar_mass_g_mol": 371.5, "smiles": "Cc1ccc(CN2C(=O)CC[C@@H]2C(=O)NCCCN2CCC[C@H](C)C2)cc1", "total_energy_ha": -1172.9271, "e_above_lowest_ev": 0.138, "orbital_gap_ev": 9.28, "homo_energy_ev": -8.54}